1.
C34H28AsBrCeN2O6SSe | ωB97M-V/def2-TZVPD

```
75
Properties=species:S:1:pos:R:3:forces:R:3:lowdin_charge:R:1
Ce 10.22164 13.26448 13.72570 -0.5 2.3 -0.8 0.9554
O 7.46203 15.84508 15.62648 1.4 -1.3 -1.6 0.0347
C 8.34370 16.86706 15.83273 -1.5 1.4 0.7 -0.2739
C 7.79685 18.17630 15.68414 1.6 -0.6 1.5 0.0094
C 8.34194 19.23981 16.42553 0.0 -0.3 -0.8 -0.1034
C 9.58241 19.13597 17.06101 -0.5 -1.6 -0.1 -0.1003
C 10.16374 17.85097 17.00973 1.3 0.0 0.4 -0.0407
C 9.55588 16.69090 16.46750 1.0 1.1 0.8 -0.0957
C 10.12241 15.28393 16.65643 -0.6 -0.6 -1.5 -0.3746
O 10.09478 14.62268 15.40989 -0.4 0.1 0.5 -0.4231
N 11.49071 15.29962 17.10635 1.2 2.2 -0.1 -0.0452
N 12.14567 14.06723 17.03482 1.2 -1.0 -0.5 0.0366
C 13.04201 13.92162 16.09524 -2.2 1.5 -0.2 -0.1783
C 13.47047 12.58340 15.77249 -0.3 -2.7 1.1 -0.5796
Br 14.25830 12.18226 14.03687 0.0 0.8 0.8 0.8004
C 13.08543 11.51100 16.56104 0.3 1.5 -0.4 -0.0821
C 13.74110 10.22987 16.62114 0.7 -0.8 -1.4 -0.2545
C 12.97612 9.05580 16.69375 -0.4 0.1 -0.3 -0.0231
C 13.55659 7.82541 16.39428 0.3 0.0 -0.1 -0.0780
C 14.90422 7.73620 16.00322 -0.7 1.4 0.6 -0.0798
C 15.69945 8.89786 15.99863 -0.3 0.4 0.5 -0.0732
C 15.12265 10.14411 16.31672 -0.2 -1.1 0.0 -0.0862
H 7.98356 15.10012 15.19075 -0.9 1.1 0.8 0.1083
H 6.92143 18.27103 15.09493 -0.8 0.1 -0.2 0.0997
H 7.78689 20.15998 16.50242 -0.1 0.3 -0.3 0.0878
H 9.98573 19.96413 17.66086 0.0 -0.5 -0.5 0.0965
H 11.18756 17.71545 17.43817 -1.0 0.2 -0.3 0.1031
H 9.46302 14.72446 17.35116 0.1 0.1 -0.1 0.1592
H 11.53207 15.73958 18.03034 0.1 -0.9 -0.2 0.1206
H 13.39676 14.73327 15.40599 -0.6 -0.3 0.7 0.1316
H 12.20606 11.61429 17.20150 0.4 0.5 0.0 0.1262
H 11.87486 9.14675 16.80401 0.9 -0.1 0.2 0.1280
H 12.94572 6.92370 16.41818 0.1 0.2 -0.1 0.1021
H 15.28163 6.78717 15.70486 0.4 -0.5 -0.1 0.0855
H 16.77686 8.85926 15.78885 -0.6 -0.1 -0.1 0.1025
H 15.71918 11.05682 16.25978 -0.2 -0.3 0.1 0.0938
S 8.60987 15.45724 11.83398 -0.2 0.0 1.0 0.5494
C 7.87521 15.29726 10.24829 -0.6 0.2 0.2 -0.7237
C 6.64921 15.95007 9.95688 0.5 0.0 0.5 -0.1244
C 6.11417 15.87842 8.67413 0.8 -0.7 -0.2 -0.1048
C 6.79720 15.12834 7.69383 0.4 0.0 0.3 -0.1081
C 8.01118 14.48567 7.98084 -0.8 0.1 0.2 -0.1082
C 8.52523 14.54736 9.26355 0.4 -0.1 1.0 -0.4150
As 9.94166 13.43511 10.07780 -1.0 -0.6 -1.5 1.3220
C 10.40462 12.58592 8.29931 1.0 0.9 1.0 -0.3723
C 9.61418 11.53766 7.86658 0.2 -0.4 -0.6 -0.1386
C 10.02024 10.78214 6.76296 0.1 0.0 -0.5 -0.0963
C 11.24627 11.05024 6.13370 -0.5 0.8 0.5 -0.1072
C 11.98942 12.17408 6.53176 0.2 0.1 0.1 -0.0969
C 11.56482 12.97267 7.60353 -0.9 -1.6 -0.2 -0.0946
C 11.38064 14.69257 10.32624 0.3 0.4 0.4 -0.4475
C 12.55540 14.27063 10.98698 -0.8 -0.5 -0.3 -0.1463
C 13.59634 15.16214 11.16978 0.7 1.1 -0.1 -0.1056
C 13.41683 16.54211 10.88558 -0.6 -0.8 -0.2 -0.0779
C 12.16456 16.97411 10.39616 0.8 -1.5 -0.3 -0.0728
C 11.17406 16.04668 10.05212 0.9 0.2 0.3 -0.1327
H 6.21156 16.47022 10.82909 -0.1 -0.2 -0.9 0.0940
H 5.19114 16.35521 8.38074 -0.2 0.1 0.3 0.0861
H 6.38317 15.00933 6.70305 -0.1 0.2 -0.1 0.0823
H 8.51617 13.87219 7.25078 -0.1 0.1 -0.3 0.0839
H 8.68211 11.32775 8.37842 0.0 -0.2 0.0 0.1052
H 9.38690 9.99902 6.31566 0.3 0.3 0.6 0.1010
H 11.54192 10.43341 5.29752 0.2 0.0 0.0 0.0862
H 12.93036 12.44242 6.03846 -0.4 -0.2 0.0 0.0950
H 12.10923 13.82849 7.94696 0.4 0.3 0.0 0.0827
H 12.65058 13.21742 11.34244 0.0 0.7 -0.6 0.0901
H 14.58195 14.75320 11.43499 -0.5 0.4 0.3 0.0974
H 14.23732 17.26405 10.97482 -0.3 -0.4 0.1 0.0952
H 12.02470 17.98231 10.10372 -0.1 1.0 0.1 0.0849
H 10.25275 16.39425 9.58452 0.2 -0.2 0.1 0.0943
O 8.42352 11.79929 13.21656 2.9 -2.0 0.6 -0.5641
Se 9.76982 10.61536 13.40944 -0.8 0.4 -1.3 0.9952
O 9.39246 9.11337 12.83090 0.7 2.0 1.6 -0.4411
O 11.02618 11.37721 12.42049 -1.9 -1.2 2.3 -0.6177
O 10.25358 11.11939 15.05089 -0.6 -1.1 -3.0 -0.5392
```
Positions in Å, forces in eV/Å.

Output
Energy relative to the best compared isomer or geometry (same formula, charge and spin)   79.5 kJ/mol
Gap between HOMO and LUMO (spin up / spin down)   5.67 / 5.67 eV
2S+1   2
⟨S²⟩   0.751
Total charge   -1



2.
C34H28Cl2GaN2O4P | ωB97M-V/def2-TZVPD

```
72
Properties=species:S:1:pos:R:3:forces:R:3:lowdin_charge:R:1
Ga 1.61670 0.33707 -0.96613 -0.3 0.0 -0.3 0.3436
O 1.72420 -0.44812 -4.57419 0.0 0.0 0.0 0.0671
C 0.90284 0.00400 -3.80029 -0.1 0.0 0.0 -0.6169
O 1.15722 0.83544 -2.83531 0.1 0.0 0.0 -0.1317
C -0.55709 -0.38823 -3.93285 0.0 0.0 0.0 -0.1456
C -0.97243 -0.83981 -5.17864 0.0 0.0 0.0 -0.0115
C -2.27155 -1.27194 -5.38935 0.0 0.0 0.0 -0.0637
C -3.16342 -1.29266 -4.32886 0.0 0.0 0.0 -0.0720
C -2.75313 -0.86049 -3.07644 -0.1 -0.1 0.0 -0.0972
C -1.46476 -0.37532 -2.86357 0.1 -0.2 0.0 -0.2894
P -0.99840 0.17774 -1.17916 0.0 0.2 0.2 1.1268
C -1.79076 1.82468 -1.04916 0.0 0.0 -0.1 -0.3240
C -1.30319 2.72744 -0.10750 0.0 0.0 0.1 -0.1114
C -1.89810 3.96739 0.07135 0.0 0.0 0.0 -0.0656
C -2.99255 4.32734 -0.70003 0.0 0.0 0.0 -0.0793
C -3.47882 3.44442 -1.65331 0.0 0.0 0.0 -0.0731
C -2.88128 2.20478 -1.82964 0.0 0.0 -0.1 -0.0807
C -2.01724 -0.82083 -0.03685 0.0 0.0 0.0 -0.3386
C -3.35158 -0.54600 0.25928 0.0 0.2 0.1 -0.0882
C -4.04392 -1.31983 1.17826 0.0 0.0 0.0 -0.0685
C -3.41322 -2.38446 1.80941 0.0 0.0 0.0 -0.0766
C -2.08475 -2.66349 1.52623 0.0 0.0 0.0 -0.0804
C -1.38918 -1.87757 0.61925 0.0 -0.1 0.0 -0.1163
H -0.23772 -0.86168 -5.97212 0.0 0.0 0.0 0.1200
H -2.57886 -1.61241 -6.36970 0.0 0.0 0.0 0.1045
H -4.17431 -1.65490 -4.46518 0.0 0.0 0.0 0.1042
H -3.45260 -0.92600 -2.25231 0.0 0.0 0.0 0.0945
H -0.43317 2.48189 0.48397 0.0 -0.1 0.0 0.0416
H -1.49228 4.65217 0.80490 0.0 0.0 0.0 0.1087
H -3.45652 5.29635 -0.56925 0.0 0.0 0.0 0.1038
H -4.32349 3.72260 -2.27044 0.0 0.0 0.0 0.1051
H -3.25967 1.54252 -2.59725 0.0 0.0 0.0 0.0971
H -3.84808 0.30375 -0.19562 0.0 0.0 0.0 0.1022
H -5.07658 -1.08818 1.40470 0.0 0.0 0.0 0.1062
H -3.95716 -2.98806 2.52525 0.0 0.0 0.0 0.1074
H -1.58154 -3.48656 2.01749 0.0 0.0 0.0 0.1066
H -0.35242 -2.10032 0.40297 0.0 0.0 0.0 0.0551
O -2.04360 -2.77426 5.78464 0.0 0.0 0.0 0.1162
C -1.97589 -1.50688 5.31710 0.0 0.0 0.0 -0.4809
O -2.79509 -0.70279 5.65756 0.0 0.0 0.0 0.1269
C -0.86231 -1.18576 4.36855 0.0 0.0 0.0 -0.1416
C -0.96786 -0.00044 3.64535 0.0 0.0 0.0 0.0127
C -0.00337 0.34577 2.72195 0.0 0.0 0.0 0.0065
C 1.10659 -0.47071 2.53250 0.0 0.0 0.0 -0.2602
C 1.23191 -1.64645 3.26333 0.0 0.0 0.0 -0.0107
C 0.24621 -2.00112 4.17219 0.0 0.0 0.0 -0.0232
N 2.06959 -0.12424 1.55538 0.0 0.0 0.0 0.0870
C 3.27007 0.01595 1.93556 0.0 0.1 0.0 -0.0746
C 4.36183 0.29829 0.98465 0.0 -0.1 0.0 -0.2553
C 5.65084 0.53764 1.43603 0.0 0.0 0.0 -0.0023
C 6.64852 0.76091 0.49857 0.0 0.0 0.0 -0.0434
C 6.32382 0.72678 -0.84592 0.0 0.0 0.0 -0.0298
C 5.00540 0.47451 -1.20623 0.0 0.0 0.0 -0.0875
N 4.05027 0.26669 -0.31113 0.1 0.0 -0.1 0.0704
H -1.38173 -3.33121 5.36060 0.0 0.0 0.0 0.0870
H -1.83287 0.62895 3.80370 0.0 0.0 0.0 0.1309
H -0.10382 1.25047 2.14157 0.1 0.1 0.0 0.0931
H 2.08069 -2.29749 3.09506 0.0 0.0 0.0 0.1196
H 0.38359 -2.92156 4.72908 0.0 0.0 0.0 0.1150
H 3.54653 -0.05551 2.99094 0.0 0.0 0.0 0.1431
H 5.86072 0.55647 2.49730 0.0 0.0 0.0 0.1178
H 7.66448 0.95506 0.81525 0.0 0.0 0.0 0.1130
H 7.07116 0.88790 -1.60990 0.0 0.0 0.0 0.1113
H 4.70410 0.44016 -2.24849 0.0 0.0 0.0 0.1323
Cl 2.24791 3.07393 0.83035 0.0 0.0 0.1 0.4996
C 1.92995 2.30772 -0.76568 0.0 -0.1 0.1 -0.6203
H 2.80259 2.51484 -1.38300 0.0 0.0 0.0 0.0103
H 1.08863 2.83157 -1.20729 0.0 0.0 0.0 0.0001
Cl 0.81179 -2.65699 -1.89418 0.0 0.0 0.0 0.5842
C 2.09765 -1.58489 -1.25051 0.1 0.0 0.2 -0.6221
H 2.89983 -1.60390 -1.98803 0.0 0.0 0.0 0.0109
H 2.46068 -2.05214 -0.33673 0.0 0.0 0.0 0.0005
```
Positions in Å, forces in eV/Å.

Output
Energy relative to the best compared isomer or geometry (same formula, charge and spin)   46.9 kJ/mol
Gap between HOMO and LUMO   7.54 eV
2S+1   1
Total charge   0



3.
C34H28Cl5FeN4O2PS | ωB97M-V/def2-TZVPD

```
76
Properties=species:S:1:pos:R:3:forces:R:3:lowdin_charge:R:1
Fe 0.33234 -0.71980 1.55466 0.0 0.5 -0.1 0.4918
C -1.42832 5.49256 3.04534 0.0 0.0 0.0 -0.0878
C -1.14720 4.07552 3.52167 0.1 0.0 0.0 -0.2764
N 0.08987 3.57234 2.95527 -0.1 0.0 0.0 -0.0239
C 0.30101 2.37077 2.37378 0.0 0.1 -0.1 -0.7888
S -0.98155 1.22461 2.30162 -0.1 -0.1 0.1 0.6608
N 1.51991 2.24896 1.85092 -0.1 -0.2 0.0 -0.0164
N 1.76680 1.01009 1.36598 -0.1 0.1 -0.1 -0.0443
C 2.81458 0.83538 0.64113 0.1 -0.3 0.0 -0.2678
C 3.76377 1.91563 0.23416 0.0 0.0 0.0 -0.0299
C 3.04849 -0.55985 0.19546 0.0 0.3 0.0 -0.2147
C 4.16703 -0.93537 -0.53853 0.1 0.0 -0.1 -0.0160
C 4.29644 -2.25537 -0.93817 0.0 0.0 0.0 -0.0658
C 3.31082 -3.16940 -0.60206 0.0 0.0 0.0 -0.0485
C 2.23111 -2.72042 0.14257 0.1 0.0 0.0 -0.1037
N 2.11299 -1.45190 0.52727 -0.1 -0.3 0.1 0.0571
H -2.36859 5.85520 3.46343 0.0 0.0 0.0 0.0734
H -1.49762 5.52542 1.95672 0.0 0.0 0.0 0.0539
H -0.63929 6.18148 3.35646 0.0 0.0 0.0 0.0711
H -1.94597 3.40228 3.22241 0.0 0.0 0.0 0.0604
H -1.09543 4.04986 4.61394 0.0 0.0 0.0 0.1141
H 0.90170 4.17101 2.96751 0.0 0.0 0.0 0.1330
H 3.41836 2.86740 0.62310 0.0 0.0 0.0 0.0606
H 3.82600 1.97057 -0.85641 0.0 0.0 0.0 0.0833
H 4.76974 1.72356 0.61549 0.0 0.0 0.0 0.0868
H 4.91857 -0.20210 -0.79495 0.0 0.0 0.0 0.1092
H 5.16188 -2.56677 -1.51013 0.0 0.0 0.0 0.1114
H 3.37465 -4.20755 -0.89604 0.0 0.0 0.0 0.1081
H 1.43009 -3.38123 0.45351 0.0 0.0 0.0 0.1110
Cl 0.23432 -5.45284 7.11383 0.0 0.0 0.0 0.6595
C 0.14162 -4.60247 5.61599 0.0 0.0 0.0 -0.7199
C 0.57244 -3.28158 5.52750 0.0 0.0 0.0 -0.7014
Cl 1.21599 -2.47869 6.91061 0.0 0.0 0.0 0.6830
C 0.48592 -2.60805 4.32128 0.0 0.2 -0.2 -0.5651
Cl 1.01185 -0.96426 4.16368 0.2 -0.1 0.3 0.7579
C -0.03722 -3.19211 3.15142 0.0 -0.1 -0.1 -0.4682
O -0.12574 -2.56808 2.02048 -0.1 -0.1 0.3 -0.2323
C -0.45162 -4.53355 3.27205 0.0 -0.1 0.0 -0.6059
Cl -1.06493 -5.29155 1.84472 0.0 0.0 0.1 0.6961
C -0.36505 -5.22205 4.47361 0.0 -0.1 0.0 -0.7004
Cl -0.88455 -6.86411 4.55560 0.0 0.0 0.0 0.6737
O -0.63969 -0.85150 -0.32164 0.0 0.1 -0.3 -0.3703
P -1.03278 -0.12460 -1.57117 0.0 -0.1 0.1 0.8167
C -2.15544 -1.16360 -2.51271 -0.1 0.0 -0.1 -0.2832
C -2.53094 -0.83319 -3.81499 0.0 -0.1 0.0 -0.0756
C -3.42148 -1.64194 -4.50114 0.0 0.0 0.0 -0.0762
C -3.93513 -2.78128 -3.88965 0.0 0.0 0.0 -0.0780
C -3.55697 -3.11523 -2.59826 0.0 0.0 0.0 -0.0677
C -2.66538 -2.30604 -1.90372 0.0 0.0 0.0 -0.0537
C 0.37368 0.18444 -2.65828 0.2 -0.1 0.0 -0.2558
C 0.52583 1.32578 -3.44304 0.0 0.0 0.0 -0.0770
C 1.62492 1.45391 -4.28259 0.0 0.0 0.0 -0.0733
C 2.56982 0.44085 -4.34989 0.0 0.0 0.0 -0.0740
C 2.41840 -0.70473 -3.57893 0.0 0.0 0.0 -0.0727
C 1.32858 -0.83323 -2.73307 0.0 0.1 0.0 -0.0668
C -1.85543 1.44767 -1.30546 -0.1 0.1 0.1 -0.2786
C -3.24630 1.53308 -1.36670 0.1 0.0 0.0 -0.0592
C -3.88411 2.72658 -1.06314 0.0 0.0 0.0 -0.0680
C -3.13723 3.83856 -0.70005 0.0 0.0 0.0 -0.0699
C -1.75342 3.75827 -0.62617 0.0 0.0 0.0 -0.0761
C -1.11366 2.56509 -0.91640 0.0 -0.1 0.0 -0.1086
H -2.12229 0.05128 -4.29162 0.0 0.0 0.0 0.1109
H -3.71363 -1.39072 -5.51244 0.0 0.0 0.0 0.1045
H -4.63221 -3.41163 -4.42730 0.0 0.0 0.0 0.1045
H -3.95416 -4.00590 -2.12898 0.0 0.0 0.0 0.1072
H -2.35436 -2.55219 -0.89506 0.0 0.0 0.0 0.1108
H -0.21462 2.11435 -3.40813 0.0 0.0 0.0 0.1039
H 1.74028 2.34563 -4.88489 0.0 0.0 0.0 0.1056
H 3.42576 0.54342 -5.00522 0.0 0.0 0.0 0.1053
H 3.15137 -1.49913 -3.63518 0.0 0.0 0.0 0.1033
H 1.21521 -1.72167 -2.12183 0.0 0.0 0.0 0.1018
H -3.83107 0.66772 -1.65201 0.0 0.0 0.0 0.1082
H -4.96339 2.78832 -1.11033 0.0 0.0 0.0 0.1061
H -3.63654 4.77015 -0.46535 0.0 0.0 0.0 0.1061
H -1.17246 4.62044 -0.32412 0.0 0.0 0.0 0.1023
H -0.03633 2.49746 -0.81739 0.0 0.0 0.0 0.1087
```
Positions in Å, forces in eV/Å.

Output
Gap between HOMO and LUMO (spin up / spin down)   7.54 / 7.51 eV
2S+1   5
⟨S²⟩   6.013
Total charge   0



The calculation returns the following E values, one per record and in order: -9957.83833, -4909.50574, -5986.29886 Eh.